{"formula": "C3H3F6P", "method": "ωB97M-V with the def2-TZVPD basis set", "species": ["C", "C", "C", "F", "F", "F", "F", "F", "F", "P", "H", "H", "H"], "coordinates": [[0.09890, -0.00129, -0.05733], [-0.49944, -1.39327, 0.17193], [-0.73901, 1.26264, 0.29509], [-1.39791, -1.61386, -0.78032], [-1.20406, -1.41866, 1.31785], [0.41144, -2.36037, 0.14105], [0.01526, 2.22919, 0.93107], [-1.11998, 1.66354, -0.96543], [-1.80592, 1.01286, 1.00367], [1.13474, 0.21247, -1.48020], [0.90453, -0.34056, 1.78344], [2.27641, -0.57460, -1.19924], [1.92505, 1.32190, -1.16158]], "atomic_forces_ev_per_a": [[1.3, -0.4, 4.6], [-0.7, 1.9, 0.2], [1.7, -1.2, -1.1], [-0.5, -0.7, -1.0], [0.5, -0.7, 0.1], [-0.1, 0.0, 0.1], [-1.2, -1.1, -1.3], [-0.2, 1.1, 1.1], [-0.4, 0.5, 0.3], [1.2, -0.3, -1.3], [-0.7, 0.7, -2.3], [-0.4, -0.5, 0.2], [-0.4, 0.6, 0.3]], "gap_ev": [8.627, 8.389], "total_charge": 0, "e_lumo_ev": [-1.36, -1.07]}



{"formula": "C7H13NO", "method": "ωB97M-V with the def2-TZVPD basis set", "species": ["C", "C", "C", "C", "C", "C", "N", "C", "O", "H", "H", "H", "H", "H", "H", "H", "H", "H", "H", "H", "H", "H"], "coordinates": [[-2.01389, 0.68902, -0.53740], [-1.33186, -1.68382, -0.02411], [2.88650, -0.53681, -0.43794], [-0.71042, 0.08733, 1.62702], [0.56813, 0.20548, 0.20191], [-1.09621, -0.21685, 0.26318], [0.92116, 1.54922, 0.04827], [1.45827, -0.77430, -0.05623], [-0.91603, 1.33670, 2.07063], [-1.39173, 1.92284, 1.44601], [1.46854, 1.77739, -0.76668], [0.23858, 2.27400, 0.20608], [1.16436, -1.80270, 0.06685], [-1.11788, -1.93225, -1.06385], [-3.04454, 0.56535, -0.19485], [-1.97601, 0.43107, -1.59541], [-1.75486, 1.74551, -0.44463], [-0.75340, -2.31900, 0.64072], [-2.38272, -1.89935, 0.17667], [2.98446, -0.16140, -1.46255], [3.34367, 0.20799, 0.21640], [3.45586, -1.46541, -0.38011]], "atomic_forces_ev_per_a": [[0.2, 0.0, -0.1], [0.1, 0.1, 0.1], [-0.1, 0.1, 0.0], [-0.5, -0.4, 1.0], [-0.3, -1.0, -1.5], [1.1, 0.8, 0.5], [0.1, 0.4, -0.1], [-0.3, 0.4, 0.2], [-0.2, 0.1, -0.3], [-0.1, -0.2, 0.1], [0.1, -0.3, -0.1], [0.0, -0.3, 0.2], [-0.2, 0.0, -0.1], [0.0, 0.0, 0.0], [0.1, 0.0, 0.0], [0.0, 0.1, 0.0], [-0.1, 0.0, -0.1], [0.0, 0.0, 0.0], [0.0, 0.0, 0.0], [0.0, 0.0, 0.0], [0.0, 0.0, 0.0], [0.0, 0.1, 0.0]], "gap_ev": 8.080, "total_charge": 0, "e_lumo_ev": 0.66}



{"formula": "C6H14O", "method": "ωB97M-V with the def2-TZVPD basis set", "species": ["C", "C", "C", "C", "C", "H", "H", "H", "H", "H", "H", "H", "H", "H", "H", "C", "O", "H", "H", "H", "H"], "coordinates": [[-0.01684, -1.67159, 0.93096], [1.35459, -1.49208, 1.14490], [1.49345, 0.09374, 0.93804], [0.05578, 0.58623, 1.20275], [-0.57804, -0.44390, 0.40154], [-0.26825, -2.74051, 0.33276], [-0.59151, -1.66803, 1.94844], [2.18727, -2.12918, 0.54909], [1.83204, -1.61312, 2.11185], [1.67038, 0.57190, -0.10337], [2.19237, 0.63818, 1.65680], [0.11161, 1.62079, 0.89463], [-0.24306, 0.34583, 2.15752], [-0.20991, -0.33601, -0.69349], [-1.71837, -0.41586, 0.50386], [-1.56719, 1.53626, -2.20633], [-0.29213, 1.63044, -2.80463], [-1.72256, 2.59068, -1.93169], [-2.34775, 1.26491, -2.93204], [-1.50093, 0.95174, -1.30968], [0.15905, 0.67957, -2.79192]], "atomic_forces_ev_per_a": [[-5.2, -5.7, 1.2], [7.7, 1.7, -1.0], [1.4, 1.7, 0.4], [2.9, 0.3, -1.5], [-3.4, 0.8, -4.4], [0.3, 3.0, 1.6], [1.1, -1.1, -1.3], [-2.3, 1.5, 0.5], [-0.9, -0.4, 0.7], [0.4, -1.5, 1.4], [-0.4, -1.1, -1.0], [-1.1, 0.3, 0.2], [-0.5, 0.5, 2.7], [-1.0, -0.1, 1.4], [1.4, -0.2, -0.7], [0.2, 1.7, -0.4], [2.2, -3.5, -0.4], [-0.6, -0.4, 0.2], [0.1, -0.4, 0.4], [-0.6, -0.4, 0.2], [-1.5, 3.1, -0.1]], "gap_ev": 11.091, "total_charge": 0, "e_lumo_ev": 0.84, "smiles": "C1CCCC1.CO"}



What did we get for ΔE to the lowest compared entry with this formula, charge and spin? Answer: 532.7; 401.9; 336.5 kJ/mol, in the order shown.
What did we get for energy? Answer: -1056.52559; -404.37439; -312.12688 Ha, in the order shown.